[1]
Below is one molecule with the formula C19H28N6O, with properties calculated with ωB97M-V/def2-TZVPD.

ORCA input file:
```
! wB97M-V def2-TZVPD RIJCOSX def2/J DEFGRID3
* xyz 0 1
C -7.63 -1.11 0.55
C -6.54 -0.21 -0.02
O -5.31 -0.60 0.56
C -4.18 0.09 0.23
C -4.12 1.15 -0.67
C -2.91 1.77 -0.92
C -1.74 1.35 -0.29
N -0.56 2.03 -0.59
C 0.70 1.84 -0.15
N 1.59 2.70 -0.66
C 2.84 2.53 -0.25
N 3.79 3.34 -0.74
N 3.24 1.59 0.62
C 2.29 0.78 1.04
C 2.67 -0.36 1.95
N 3.44 -1.42 1.33
C 4.82 -1.04 1.11
C 2.84 -2.13 0.20
C 2.84 -1.40 -1.15
C 2.32 -2.32 -2.25
C 0.91 -2.80 -1.92
C 0.89 -3.51 -0.57
C 1.41 -2.58 0.52
N 1.01 0.86 0.70
C -1.81 0.29 0.61
C -3.01 -0.33 0.86
H -8.59 -0.84 0.12
H -7.67 -1.00 1.63
H -7.41 -2.15 0.31
H -6.76 0.84 0.22
H -6.49 -0.31 -1.11
H -5.00 1.50 -1.18
H -2.88 2.59 -1.62
H -0.64 2.80 -1.24
H 3.51 4.13 -1.30
H 4.71 3.30 -0.34
H 1.75 -0.78 2.37
H 3.28 0.04 2.77
H 5.28 -0.85 2.08
H 5.35 -1.87 0.64
H 4.94 -0.14 0.49
H 3.46 -3.03 0.09
H 3.85 -1.06 -1.40
H 2.20 -0.52 -1.10
H 2.32 -1.80 -3.21
H 2.99 -3.18 -2.34
H 0.24 -1.94 -1.88
H 0.55 -3.48 -2.70
H -0.12 -3.83 -0.33
H 1.52 -4.40 -0.62
H 1.40 -3.08 1.49
H 0.76 -1.70 0.57
H -0.91 -0.03 1.11
H -3.07 -1.15 1.56
*
```

SMILES   CCOc1ccc(Nc2nc(N)nc(CN(C)C3CCCCC3)n2)cc1
ΔE to the lowest compared entry with this formula, charge and spin   1.5 kcal per mole
HOMO level   -7.696 eV
Orbital gap   8.53 eV

Electronic structure analysis, Mulliken charges in units of e: atom 1 (C): -1.426, atom 2 (C): -0.282, atom 3 (O): -0.390, atom 4 (C): 0.662, atom 5 (C): -0.324, atom 6 (C): -1.075, atom 7 (C): 0.251, atom 8 (N): -0.021, atom 9 (C): 0.489, atom 10 (N): -0.774, atom 11 (C): 0.425, atom 12 (N): -0.378, atom 13 (N): -0.588, atom 14 (C): 0.428, atom 15 (C): -1.303, atom 16 (N): 0.065, atom 17 (C): -1.098, atom 18 (C): -0.178, atom 19 (C): 0.138, atom 20 (C): -0.993, atom 21 (C): -0.554, atom 22 (C): -0.913, atom 23 (C): -0.307, atom 24 (N): -0.137, atom 25 (C): -0.137, atom 26 (C): -0.733, atom 27 (H): 0.415, atom 28 (H): 0.326, atom 29 (H): 0.327, atom 30 (H): 0.362, atom 31 (H): 0.356, atom 32 (H): 0.389, atom 33 (H): 0.339, atom 34 (H): 0.237, atom 35 (H): 0.246, atom 36 (H): 0.255, atom 37 (H): 0.266, atom 38 (H): 0.650, atom 39 (H): 0.362, atom 40 (H): 0.355, atom 41 (H): 0.343, atom 42 (H): 0.474, atom 43 (H): 0.460, atom 44 (H): -0.243, atom 45 (H): 0.384, atom 46 (H): 0.404, atom 47 (H): 0.290, atom 48 (H): 0.349, atom 49 (H): 0.395, atom 50 (H): 0.413, atom 51 (H): 0.241, atom 52 (H): -0.208, atom 53 (H): 0.527, atom 54 (H): 0.438

---

[2]
Below is an isolated ion of composition C8H11BNO2 and charge +1, with properties calculated with ωB97M-V/def2-TZVPD.

ORCA input file:
```
! wB97M-V def2-TZVPD RIJCOSX def2/J DEFGRID3
* xyz 1 3
B 2.14 -0.75 -0.13
C -2.77 -0.99 -0.45
C -1.89 -1.97 -0.14
C -2.36 0.35 -0.51
C -0.60 -1.73 0.26
C -1.13 0.61 0.03
C -0.19 -0.44 0.34
C -0.44 1.99 0.42
C 1.12 0.16 0.86
N 1.00 1.65 0.48
O 2.36 -1.96 0.25
O 2.65 -0.20 -1.21
H -3.73 -1.17 -0.79
H -2.16 -2.97 -0.23
H -3.15 1.00 -0.90
H 0.02 -2.60 0.53
H -0.67 2.88 -0.18
H -0.80 2.26 1.34
H 1.05 0.07 1.92
H 1.34 1.86 -0.51
H 1.52 2.16 1.14
H 2.54 -2.85 0.05
H 3.16 -0.81 -1.77
*
```

HOMO level (alpha / beta)   -8.358 / -13.071 eV
Orbital gap (alpha / beta)   5.41 / 6.86 eV

Electronic structure analysis, Mulliken charges in units of e: atom 1 (B): 0.574, atom 2 (C): -0.656, atom 3 (C): -0.547, atom 4 (C): -0.656, atom 5 (C): -0.463, atom 6 (C): 0.415, atom 7 (C): 0.492, atom 8 (C): -0.919, atom 9 (C): -0.545, atom 10 (N): -0.017, atom 11 (O): -0.519, atom 12 (O): -0.510, atom 13 (H): 0.492, atom 14 (H): 0.470, atom 15 (H): 0.395, atom 16 (H): 0.358, atom 17 (H): 0.447, atom 18 (H): 0.380, atom 19 (H): 0.410, atom 20 (H): 0.411, atom 21 (H): 0.315, atom 22 (H): 0.352, atom 23 (H): 0.321

---

[3]
Below is C29H30N7O5PSeTeY as an isolated structure, with properties calculated with ωB97M-V/def2-TZVPD.

ORCA input file:
```
! wB97M-V def2-TZVPD RIJCOSX def2/J DEFGRID3
* xyz 1 1
Y -0.24 0.11 -0.47
Se 1.01 5.59 5.57
N 0.66 3.84 5.54
C 0.52 3.51 4.28
C 0.22 2.15 3.84
C 0.07 1.09 4.73
C -0.21 -0.16 4.23
C -0.32 -0.33 2.85
N -0.19 0.68 1.99
C 0.09 1.90 2.47
C 0.25 2.99 1.48
N 0.11 2.66 0.19
C 0.25 3.62 -0.72
C 0.55 4.94 -0.40
C 0.70 5.28 0.93
C 0.54 4.29 1.89
C 0.68 4.56 3.32
N 0.96 5.75 3.80
H 0.17 1.27 5.79
H -0.33 -1.02 4.88
H -0.53 -1.29 2.41
H 0.14 3.32 -1.75
H 0.66 5.67 -1.18
H 0.92 6.29 1.24
C 4.37 0.95 -0.52
C 3.13 0.10 -0.40
O 2.05 0.67 -0.63
C 3.24 -1.30 -0.07
C 4.51 -1.93 -0.07
C 4.64 -3.27 0.19
C 3.48 -4.03 0.47
C 2.25 -3.44 0.51
C 2.08 -2.06 0.25
O 0.90 -1.54 0.35
H 4.08 1.99 -0.63
H 4.95 0.65 -1.40
H 5.02 0.83 0.35
H 5.39 -1.35 -0.30
H 5.61 -3.74 0.17
H 3.58 -5.09 0.66
H 1.35 -4.02 0.72
C 1.84 1.00 -5.84
N 0.89 1.18 -4.76
C -0.44 1.54 -4.88
C -0.96 1.51 -3.63
N 0.03 1.17 -2.73
C 1.12 0.97 -3.45
H 1.50 1.56 -6.71
H 1.93 -0.05 -6.10
H 2.81 1.38 -5.54
H -0.88 1.76 -5.84
H -1.97 1.70 -3.32
H 2.08 0.68 -3.06
C -5.48 -2.55 -1.99
C -4.70 -1.82 -0.93
O -3.77 -2.73 -0.31
P -2.21 -2.40 -0.30
O -1.97 -1.12 0.50
Te -1.26 -2.11 -2.44
O -1.64 -3.68 0.42
C -2.02 -3.98 1.78
C -2.69 -5.33 1.83
H -6.23 -1.89 -2.43
H -6.00 -3.41 -1.56
H -4.82 -2.90 -2.78
H -5.35 -1.45 -0.13
H -4.16 -0.97 -1.36
H -2.68 -3.20 2.17
H -1.09 -3.97 2.36
H -3.61 -5.32 1.24
H -2.93 -5.59 2.86
H -2.02 -6.09 1.42
N -3.60 2.03 -0.32
C -2.59 1.53 -0.60
H -4.47 2.44 -0.07
*
```

ΔE to the lowest compared entry with this formula, charge and spin   1.5 kcal per mole
HOMO level   -9.774 eV
Orbital gap   6.78 eV

Electronic structure analysis, Mulliken charges in units of e: atom 1 (Y): 0.664, atom 2 (Se): 0.282, atom 3 (N): -0.857, atom 4 (C): 0.802, atom 5 (C): 0.584, atom 6 (C): -0.565, atom 7 (C): -1.058, atom 8 (C): -0.495, atom 9 (N): 0.500, atom 10 (C): -0.269, atom 11 (C): -0.851, atom 12 (N): 0.513, atom 13 (C): -0.409, atom 14 (C): -0.982, atom 15 (C): -0.589, atom 16 (C): 0.573, atom 17 (C): 0.800, atom 18 (N): -0.856, atom 19 (H): 0.555, atom 20 (H): 0.496, atom 21 (H): 0.629, atom 22 (H): 0.330, atom 23 (H): 0.501, atom 24 (H): 0.540, atom 25 (C): -2.066, atom 26 (C): 0.518, atom 27 (O): 0.232, atom 28 (C): 1.162, atom 29 (C): -0.917, atom 30 (C): -1.007, atom 31 (C): -0.471, atom 32 (C): -0.754, atom 33 (C): -0.479, atom 34 (O): 1.183, atom 35 (H): 0.336, atom 36 (H): 0.416, atom 37 (H): 0.463, atom 38 (H): 0.387, atom 39 (H): 0.403, atom 40 (H): 0.462, atom 41 (H): 0.348, atom 42 (C): -0.887, atom 43 (N): 0.160, atom 44 (C): -0.513, atom 45 (C): -0.975, atom 46 (N): 1.083, atom 47 (C): -0.698, atom 48 (H): 0.324, atom 49 (H): 0.324, atom 50 (H): 0.344, atom 51 (H): 0.461, atom 52 (H): 0.398, atom 53 (H): 0.410, atom 54 (C): -1.252, atom 55 (C): 0.016, atom 56 (O): -0.306, atom 57 (P): 0.578, atom 58 (O): -0.449, atom 59 (Te): -0.336, atom 60 (O): -0.253, atom 61 (C): -0.092, atom 62 (C): -1.404, atom 63 (H): 0.410, atom 64 (H): 0.312, atom 65 (H): 0.256, atom 66 (H): 0.298, atom 67 (H): 0.075, atom 68 (H): 0.333, atom 69 (H): 0.358, atom 70 (H): 0.306, atom 71 (H): 0.409, atom 72 (H): 0.323, atom 73 (N): -0.136, atom 74 (C): -0.180, atom 75 (H): 0.247

---

[4]
Below is a 2-piece molecular cluster, CHClF2O2S overall, with properties calculated with ωB97M-V/def2-TZVPD.

ORCA input file:
```
! wB97M-V def2-TZVPD RIJCOSX def2/J DEFGRID3
* xyz 0 1
C -0.82 -1.03 0.62
O 0.55 2.43 0.82
O 1.52 0.92 -0.92
F -0.21 -1.97 -0.24
F -1.94 -0.67 0.07
S 1.00 1.08 0.55
Cl 0.56 0.77 -2.46
H -0.66 -1.52 1.56
*
```

ΔE to the lowest compared entry with this formula, charge and spin   107.5 kcal per mole
HOMO level (alpha / beta)   -9.582 / -9.161 eV
Orbital gap (alpha / beta)   7.49 / 7.44 eV

Electronic structure analysis, Mulliken charges in units of e: atom 1 (C): 0.107, atom 2 (O): -0.397, atom 3 (O): -0.247, atom 4 (F): -0.217, atom 5 (F): -0.149, atom 6 (S): 0.600, atom 7 (Cl): 0.030, atom 8 (H): 0.274

---

[5]
Below is C31H35N15O7SSn as an isolated structure, with properties calculated with ωB97M-V/def2-TZVPD.

ORCA input file:
```
! wB97M-V def2-TZVPD RIJCOSX def2/J DEFGRID3
* xyz 0 1
Sn 0.34 0.52 0.27
C 1.31 -1.84 -2.27
N 0.64 -2.14 -1.01
C 1.38 -2.94 -0.04
C 0.94 -2.58 1.35
N 0.94 -1.37 1.82
C 0.54 -1.49 3.15
C 0.41 -0.51 4.13
C 0.00 -0.91 5.39
C -0.29 -2.26 5.66
C -0.15 -3.24 4.70
C 0.28 -2.83 3.45
N 0.54 -3.51 2.27
C 2.45 -0.89 -2.07
N 2.69 -0.23 -0.97
C 3.84 0.52 -1.24
C 4.54 1.40 -0.43
C 5.67 2.00 -0.95
C 6.10 1.73 -2.26
C 5.41 0.86 -3.08
C 4.27 0.26 -2.54
N 3.37 -0.66 -3.04
H 0.58 -1.34 -2.91
H 1.69 -2.73 -2.80
H -0.26 -2.57 -1.22
H 2.43 -2.68 -0.13
H 1.29 -4.02 -0.20
H 0.63 0.53 3.91
H -0.10 -0.18 6.17
H -0.63 -2.53 6.65
H -0.37 -4.28 4.92
H 0.50 -4.50 2.13
H 4.18 1.62 0.57
H 6.24 2.69 -0.34
H 6.99 2.22 -2.63
H 5.74 0.65 -4.09
H 3.35 -1.02 -3.98
O -2.01 3.94 5.16
C -1.40 3.56 4.19
C -0.08 2.82 4.17
O 0.65 2.61 5.11
C 0.10 2.37 2.77
C -1.05 2.73 2.01
O -1.25 2.28 0.81
C -1.86 3.66 2.76
O -2.77 4.39 2.34
O 1.06 1.71 2.30
N -2.13 0.22 -0.98
C -2.14 1.24 -2.03
C -3.42 1.24 -2.85
C -3.54 2.36 -3.89
C -3.35 3.75 -3.30
N -4.15 3.92 -2.10
C -3.69 4.31 -0.91
N -2.47 4.81 -0.76
N -4.48 4.27 0.17
C -0.85 1.07 -2.84
O -0.89 1.03 -4.08
O 0.22 1.01 -2.14
H -2.43 -0.68 -1.34
H -2.74 0.46 -0.21
H -2.01 2.19 -1.50
H -4.26 1.27 -2.16
H -3.48 0.29 -3.40
H -4.52 2.29 -4.38
H -2.79 2.21 -4.66
H -3.63 4.51 -4.04
H -2.30 3.91 -3.06
H -5.11 3.61 -2.14
H -1.74 4.68 -1.45
H -2.18 4.92 0.21
H -5.37 3.81 0.13
H -4.03 4.40 1.08
N 0.48 3.34 -3.93
N 0.89 3.50 -2.61
N 0.10 3.96 -1.67
C 0.92 3.96 -0.63
N 2.16 3.55 -0.96
N 2.11 3.26 -2.23
H 1.33 3.16 -4.45
H -0.09 2.49 -3.97
H 0.66 4.29 0.36
S -2.44 -2.98 3.52
C -2.27 -1.43 4.21
C -1.89 -0.54 3.26
N -1.74 -1.06 2.00
C -2.00 -2.34 2.00
H -2.45 -1.25 5.26
H -1.70 0.51 3.43
H -1.95 -2.96 1.12
*
```

ΔE to the lowest compared entry with this formula, charge and spin   85.7 kcal per mole
HOMO level   -6.914 eV
Orbital gap   6.76 eV

Electronic structure analysis, Mulliken charges in units of e: atom 1 (Sn): 2.451, atom 2 (C): -1.424, atom 3 (N): -0.100, atom 4 (C): -0.718, atom 5 (C): 0.096, atom 6 (N): -0.438, atom 7 (C): 0.807, atom 8 (C): -1.290, atom 9 (C): -0.729, atom 10 (C): -0.552, atom 11 (C): -1.254, atom 12 (C): -0.073, atom 13 (N): 0.084, atom 14 (C): 0.550, atom 15 (N): 0.206, atom 16 (C): -0.076, atom 17 (C): -0.474, atom 18 (C): -0.724, atom 19 (C): -0.451, atom 20 (C): -1.143, atom 21 (C): 0.752, atom 22 (N): -0.107, atom 23 (H): 0.290, atom 24 (H): 0.469, atom 25 (H): 0.269, atom 26 (H): 0.246, atom 27 (H): 0.444, atom 28 (H): 1.454, atom 29 (H): 0.456, atom 30 (H): 0.365, atom 31 (H): 0.459, atom 32 (H): 0.248, atom 33 (H): 0.507, atom 34 (H): 0.415, atom 35 (H): 0.383, atom 36 (H): 0.409, atom 37 (H): 0.230, atom 38 (O): -0.619, atom 39 (C): 0.119, atom 40 (C): 0.543, atom 41 (O): -0.682, atom 42 (C): 0.865, atom 43 (C): -0.342, atom 44 (O): -0.322, atom 45 (C): -0.007, atom 46 (O): -0.977, atom 47 (O): -0.793, atom 48 (N): -0.205, atom 49 (C): 2.365, atom 50 (C): -0.985, atom 51 (C): -0.928, atom 52 (C): -0.473, atom 53 (N): -0.135, atom 54 (C): 0.888, atom 55 (N): -0.332, atom 56 (N): -0.408, atom 57 (C): -0.679, atom 58 (O): -0.817, atom 59 (O): 0.165, atom 60 (H): 0.215, atom 61 (H): 0.255, atom 62 (H): -1.343, atom 63 (H): 0.338, atom 64 (H): 0.402, atom 65 (H): 0.408, atom 66 (H): 0.378, atom 67 (H): 0.333, atom 68 (H): 0.079, atom 69 (H): 0.263, atom 70 (H): 0.445, atom 71 (H): 0.190, atom 72 (H): 0.176, atom 73 (H): 0.312, atom 74 (N): -0.718, atom 75 (N): 0.932, atom 76 (N): -0.230, atom 77 (C): -0.668, atom 78 (N): -0.324, atom 79 (N): -0.685, atom 80 (H): 0.388, atom 81 (H): 0.002, atom 82 (H): 0.779, atom 83 (S): -0.363, atom 84 (C): -0.063, atom 85 (C): -1.196, atom 86 (N): 0.054, atom 87 (C): -0.387, atom 88 (H): 0.728, atom 89 (H): 0.482, atom 90 (H): 0.537

---

Number 1: energy -31147.1800 eV. Number 2: energy -14726.8476 eV. Number 3: energy -134202.7900 eV. Number 4: energy -33935.4968 eV. Number 5: energy -86064.9754 eV.